83
Properties=species:S:1:pos:R:3 method="wB97M-V/def2-TZVPD" relative_energy_ev=0.169 energy_ha=-4663.319087 spin_multiplicity=1 homo_lumo_gap_ev=7.32 largest_force_ha_per_bohr=0.0211
Br 4.0073 0.8321 2.0611
P 2.1060 1.9197 2.4870
O -0.9408 3.5471 -1.1953
O 5.1869 -0.3903 8.1592
O 1.4900 -0.6904 0.8265
O -5.8799 -3.5560 -2.7235
O -1.5331 -2.4955 -2.8677
O 1.3473 0.9620 3.5835
O 5.4088 -6.3809 -0.8913
O -0.4408 7.6238 -1.1386
O -1.3596 6.2454 2.5608
O 1.5930 -4.3885 -0.3843
O -3.6890 -3.9715 -4.6751
O 2.7039 2.7167 6.3309
O 1.0552 4.9195 -3.0768
N -3.3727 -0.2742 -0.9003
C -7.1143 -4.2526 -2.7499
C 0.8673 0.2642 0.4167
C 4.7153 -1.7289 8.2590
C -0.7543 1.1943 -1.1922
C 2.8026 -3.9934 -1.0345
C -0.4542 2.5608 -0.6847
C -3.2036 0.9747 -1.6567
C -1.7942 1.0690 -2.2646
C 0.4428 2.6909 0.4867
C -0.1267 0.1321 -0.6666
C -3.1159 -3.3487 -5.8162
C -2.2626 6.9942 3.3638
C 4.8657 -7.6780 -1.1166
C 3.2546 1.5463 6.9298
C 1.0562 1.6249 1.0093
C 1.1695 3.8940 -4.0546
C -0.6341 -3.4305 -2.2596
C -1.6494 6.9194 -0.8726
H -0.0444 -3.8867 -3.0517
H 0.5936 3.6810 0.9067
H -2.0523 -2.0912 -2.1575
H 0.1490 4.9052 -2.7500
H -3.2509 7.0637 2.8996
H -2.3251 -3.9716 -6.2418
H 5.3608 -2.3367 8.8981
H 6.0642 -0.4139 7.7672
H 3.7244 -1.6867 8.7042
H 0.9442 2.9105 -3.6300
H -5.2998 -3.9458 -3.3909
H -2.1324 7.4167 -0.0326
H -2.7042 -2.3733 -5.5482
H 2.4706 0.9182 7.3645
H -6.9866 -5.3129 -2.5114
H 0.0085 7.2059 -1.8797
H -2.9935 -0.1589 0.0327
H -2.3594 6.4720 4.3123
H -3.9565 1.0357 -2.4390
H 6.3398 -6.4039 -1.1281
H 3.5808 -4.7477 -0.9098
H -3.3173 1.8402 -0.9921
H -1.2661 6.7027 1.7202
H 0.5081 4.0735 -4.9062
H 0.0387 -2.9391 -1.5585
H -0.3285 -0.8678 -1.0316
H -2.9811 -4.0594 -4.0262
H 2.5807 -3.8824 -2.0937
H 3.8133 -7.6364 -0.8471
H 1.7851 -4.4824 0.5524
H 1.9535 0.2866 3.9234
H -1.7836 1.9668 -2.8834
H 3.1556 -3.0355 -0.6429
H -7.6058 -4.1646 -3.7235
H -2.3268 6.9574 -1.7299
H -3.8918 -3.2087 -6.5650
H 4.9486 -7.9697 -2.1666
H -4.3570 -0.4770 -0.7717
H 2.1987 3.8960 -4.4044
H -7.7591 -3.8052 -1.9959
H 4.6391 -2.2017 7.2758
H -1.4449 5.8792 -0.6108
H -1.8867 8.0025 3.5556
H 2.1080 2.4297 5.6331
H 3.8221 0.9609 6.2010
H -1.5874 0.1888 -2.8736
H 5.3591 -8.4311 -0.4972
H 3.9283 1.8580 7.7196
H -1.1808 -4.2125 -1.7280

96
Properties=species:S:1:pos:R:3 method="wB97M-V/def2-TZVPD" relative_energy_ev=0.975 energy_ha=-4450.079495 spin_multiplicity=1 homo_lumo_gap_ev=10.96 largest_force_ha_per_bohr=0.0722
S 17.1289 11.3198 8.6358
S 9.5619 6.3494 11.0582
S 16.0701 9.6688 14.2156
S 9.8066 11.1316 8.0922
S 13.8328 7.9260 10.9892
O 21.2422 13.0692 13.4289
O 16.6954 10.3528 15.3260
O 20.1678 11.2584 12.9858
O 15.1708 8.1926 10.5390
O 10.7981 10.6880 7.1910
O 13.0271 9.1009 11.3142
O 17.8394 10.8779 9.8250
O 10.6339 5.5753 11.7764
O 11.9797 14.1665 12.2584
O 16.8492 13.4574 14.0802
O 17.1471 10.1650 7.5833
O 13.1835 6.9655 9.8929
O 9.7178 10.5845 9.4073
O 14.6543 9.6924 14.2261
O 17.5560 12.5244 8.0307
O 8.1326 5.7138 11.4713
O 16.6348 8.1138 14.2319
O 9.9705 12.6805 8.1969
O 9.4678 6.4291 9.6354
O 13.1471 12.6726 11.1645
O 14.8695 12.8833 14.6456
N 20.3801 12.4355 12.8242
N 15.9654 13.3390 14.8897
N 12.4004 13.0118 12.0452
C 18.1050 8.0910 14.5599
C 13.5225 7.3442 7.4966
C 11.2127 13.1236 8.9731
C 17.4639 8.7799 7.9812
C 9.5842 8.0341 11.6264
C 8.2547 10.9556 7.2892
C 13.8110 6.7588 12.3228
C 16.3904 13.5576 16.2610
C 12.6391 7.6057 8.6923
C 12.1920 11.8956 13.0403
C 7.9617 4.8756 12.6388
C 15.3920 11.2826 9.0106
C 19.5615 13.2753 11.8656
C 11.4239 14.5772 8.4761
C 16.6207 10.1897 12.5822
C 6.9029 5.3452 13.6432
C 18.6577 6.6753 14.4366
C 18.8638 8.3851 7.5828
H 5.9409 5.5168 13.1907
H 15.6005 13.3974 16.9269
H 14.5494 6.0258 12.0865
H 9.0328 8.7187 10.9501
H 7.6130 11.7033 7.7786
H 12.6337 8.7203 8.8576
H 18.0488 6.0074 15.0061
H 12.0796 12.5246 8.7657
H 14.8717 11.3813 8.0737
H 16.7416 8.1916 7.4210
H 8.2852 11.1776 6.2274
H 18.2521 8.5003 15.5556
H 19.5944 8.7625 8.3191
H 14.6299 7.5398 7.7472
H 8.9439 4.6053 12.9814
H 18.9227 8.7255 6.5675
H 10.9570 13.0648 10.0011
H 11.8257 10.9807 12.4939
H 20.1751 14.1214 11.5218
H 19.2073 12.5438 11.1017
H 16.2943 11.1957 12.5266
H 18.7209 13.5397 12.4410
H 12.8786 6.2163 12.4225
H 15.3248 10.2675 9.3988
H 7.5645 3.9515 12.2754
H 11.5382 14.3828 7.4155
H 7.3298 6.2643 14.0997
H 18.7010 8.8097 13.9101
H 12.2950 15.0344 9.0566
H 14.2328 7.3853 13.1248
H 19.0343 7.3405 7.5802
H 10.5603 15.1966 8.6985
H 13.2743 8.0407 6.7408
H 19.6565 6.6341 14.7942
H 13.2051 11.6415 13.4295
H 17.2950 12.9399 16.2895
H 13.3388 6.3174 7.0681
H 16.1380 9.5729 11.8438
H 16.7554 14.6400 16.3542
H 11.6181 7.2058 8.5160
H 9.3024 8.0825 12.7150
H 10.6306 8.2581 11.5027
H 17.2234 8.6704 9.0973
H 8.0019 9.9417 7.5973
H 17.7102 10.2753 12.4081
H 6.7573 4.5535 14.4125
H 18.5663 6.3411 13.4373
H 11.5751 12.3564 13.7751
H 15.1016 12.0007 9.7600

118
Properties=species:S:1:pos:R:3 method="wB97M-V/def2-TZVPD" relative_energy_ev=0.184 charge=-2 energy_ha=-6880.397168 spin_multiplicity=1 homo_lumo_gap_ev=7.31 largest_force_ha_per_bohr=0.0884
P -4.3610 1.4733 -4.4241
P 3.0419 -0.6137 3.1428
P -2.6470 4.7299 0.3936
P -1.6865 -5.8858 1.4305
P 2.0472 1.6353 -4.3702
P -6.1147 -1.6526 1.1500
F 3.1633 0.3491 4.4446
F 1.1717 2.6332 -3.3386
F -2.9066 -6.2329 2.5146
F -2.5145 -4.6235 0.8200
F 4.5244 -0.1220 2.6963
F -5.0225 -2.8145 1.2701
F 2.9208 0.6592 -5.3430
F -0.4793 -5.7101 0.3734
F -7.4243 -2.5798 1.0391
F 2.4582 0.6453 2.2465
F -5.8507 -1.7683 -0.4798
F -2.3329 5.4031 1.8096
F 2.8427 -1.5511 1.8857
F -7.1615 -0.4232 1.0955
F 3.6672 -1.8216 4.0314
F -2.7732 1.4005 -4.5723
F -2.3753 -6.8708 0.3117
F 1.2095 2.2859 -5.5769
F 2.8482 1.1108 -3.0359
F 0.9552 0.4668 -4.1581
F -4.2426 2.2142 -5.9036
F -6.0316 1.5082 -4.2716
F -4.0665 0.8050 -3.0058
F -4.0198 4.0348 1.0213
F -0.8102 -7.1309 2.0577
F -3.5737 6.0235 0.0500
F -0.9553 -4.8437 2.4345
F -4.2399 2.9199 -3.6926
F 1.4780 -1.0189 3.5497
F -6.3004 -1.6288 2.7737
F -1.2214 5.3526 -0.0821
F -4.9662 -0.5001 1.3989
F -4.4489 -0.0201 -5.0622
F -1.8925 3.3095 0.5989
F 3.1620 2.8396 -4.5336
F -3.1000 4.2518 -1.1095
O 2.1919 2.4426 -0.1967
O -2.1006 -1.3661 -3.0282
O -1.0905 1.2373 5.1363
O 2.5637 -1.9106 -2.1079
N 0.5060 3.7516 4.2139
N -1.2261 -0.3992 -0.2564
N 1.6521 -4.9142 -2.7380
N 4.5431 2.6981 -0.6526
C 5.0284 2.6659 0.7840
C 2.8287 -5.5247 -3.5094
C 0.8837 -3.9915 -3.6759
C 0.8988 2.6495 5.2032
C 3.0627 -3.1178 -1.5283
C 0.7149 -6.0159 -2.2833
C 0.5237 3.3315 2.7684
C -0.0056 -1.3471 -0.3568
C -1.2791 0.0533 1.2256
C 2.7809 4.4323 -1.4409
C -2.4310 -2.0645 -1.8564
C 0.3023 1.3211 4.8370
C 2.0180 -4.1882 -1.4548
C 3.0360 3.1107 -0.7122
C 1.4463 4.9430 4.3578
C -0.9718 0.7569 -1.1972
C -2.5232 -1.1986 -0.5985
C -0.9138 4.2966 4.6303
H -0.0990 1.2986 -0.8373
H 1.1547 -6.6318 -1.5013
H -3.3287 -0.4720 -0.7061
H 2.4747 -4.9761 -0.8542
H -0.8568 4.5338 5.6931
H 3.3862 -4.6587 -3.8612
H 0.6528 2.9213 6.2293
H 0.8091 0.6051 5.4853
H -0.1837 -2.2446 0.2349
H 0.7036 -4.5489 -4.5947
H 1.2989 2.5847 2.5941
H -0.1122 -3.7226 -3.3229
H 1.4059 -3.0493 -3.8372
H 1.0665 5.7367 3.7154
H 0.4361 -6.6639 -3.1153
H 0.8353 -0.7531 -0.0012
H -0.4054 2.7841 2.6122
H -3.3972 -2.5637 -1.9465
H 0.5003 1.0004 3.8157
H 1.8347 4.4931 -1.9797
H 5.2393 3.2452 -1.1443
H 3.3093 -6.1380 -2.7482
H 4.3153 2.0594 1.3418
H -2.3030 0.4183 1.3063
H 0.1037 -1.5622 -1.4184
H -2.7375 -1.8180 0.2728
H 4.5727 1.7695 -1.0626
H 2.5956 5.2351 -0.7235
H 1.3655 5.2811 5.3898
H -0.4983 0.7942 1.3862
H -1.6692 -2.8357 -1.7318
H 2.4576 -6.1377 -4.3281
H -1.1690 -0.8228 1.8630
H 5.1566 3.7110 1.0597
H 1.0667 -3.9059 -1.0054
H 1.9754 2.4749 5.2200
H 0.6515 4.1673 2.0834
H -1.6050 3.4597 4.5489
H 3.3037 -1.2978 -2.1175
H -0.8368 0.4099 -2.2206
H 2.4401 4.6652 4.0104
H 3.5770 4.7625 -2.1073
H -1.0760 5.2308 4.0967
H -1.3258 0.3900 5.5209
H -1.8879 1.3409 -1.2897
H -0.2432 -5.5822 -2.0003
H -2.7266 -0.6837 -3.2930
H 3.9088 -3.4881 -2.1123
H 3.4611 -2.8651 -0.5446
H 5.9922 2.1583 0.7821

78
Properties=species:S:1:pos:R:3 method="wB97M-V/def2-TZVPD" relative_energy_ev=0.000 charge=-1 energy_ha=-1608.770281 spin_multiplicity=1 homo_lumo_gap_ev=7.96 largest_force_ha_per_bohr=0.0225
I 17.8310 12.3824 -7.9552
O 13.2342 13.4412 -5.4510
O 20.0002 13.7818 -12.7683
O 19.9048 12.7998 -3.1244
O 22.3750 9.5850 -5.6390
O 21.0568 14.1009 -8.0872
N 16.5302 13.2429 -4.5692
N 17.7303 14.5578 -11.2736
N 14.1456 13.1539 -8.0803
N 18.8339 8.9042 -6.5160
C 23.0378 10.4322 -4.7380
C 20.7977 8.6863 -7.9082
C 13.2392 12.1579 -7.4940
C 20.8538 12.6576 -12.6712
C 13.4302 10.7820 -8.1103
C 18.8815 15.4664 -11.4510
C 20.7339 13.7981 -3.6420
C 20.9656 9.7853 -5.6247
C 20.1975 14.6848 -11.6948
C 22.1164 12.1106 -8.9588
C 17.6237 13.4362 -3.5991
C 22.1050 13.1805 -7.8536
C 17.0502 13.2356 -2.2088
C 20.2970 8.7166 -6.4811
C 13.4352 12.1297 -5.9864
C 18.9982 16.3571 -10.2257
C 18.7690 12.5036 -3.9413
C 13.0503 13.3759 -4.0745
H 19.1043 12.5511 -4.9829
H 16.1926 13.8914 -2.0308
H 21.0296 13.6014 -4.6830
H 16.0061 14.1133 -4.6739
H 18.4862 11.4607 -3.7769
H 22.8116 11.2832 -8.8090
H 22.8736 11.4828 -5.0144
H 24.1124 10.2943 -4.8543
H 22.0038 12.7425 -6.8512
H 14.4999 10.5606 -8.1808
H 12.1089 12.8752 -3.7885
H 18.4477 9.0442 -5.5857
H 17.7868 13.4983 -1.4435
H 21.0929 11.7451 -9.0509
H 20.8033 12.1774 -11.6875
H 18.0044 14.4660 -3.6405
H 20.2242 13.6644 -7.8288
H 18.7494 16.0985 -12.3388
H 20.4914 7.7662 -5.9677
H 14.4428 11.8292 -5.6843
H 16.9174 13.1690 -5.5172
H 21.8759 13.0007 -12.8557
H 22.7134 10.2635 -3.7092
H 21.8842 8.7286 -7.9587
H 20.5960 9.7783 -4.5927
H 13.0767 10.7995 -9.1446
H 12.9928 14.3418 -3.5690
H 15.0928 12.7580 -8.0181
H 20.7650 10.7761 -6.0624
H 18.7240 9.8131 -6.9757
H 20.4026 9.5390 -8.4706
H 16.6418 12.2354 -2.0492
H 23.0509 13.7284 -7.8181
H 20.5525 11.8714 -13.3622
H 22.3913 12.6182 -9.8853
H 17.8750 13.8630 -11.9986
H 12.9548 9.9499 -7.5848
H 21.6287 13.8403 -3.0241
H 12.6774 11.4927 -5.5155
H 20.4238 14.1691 -10.7561
H 20.3765 7.8144 -8.4098
H 20.9976 15.4046 -11.9092
H 19.8263 17.0644 -10.3180
H 18.1017 16.9802 -10.1660
H 17.8726 14.1045 -10.3697
H 20.2543 14.7856 -3.6643
H 12.2083 12.4989 -7.6467
H 19.0527 15.7696 -9.3106
H 13.8703 12.8103 -3.6107
H 14.0095 13.1205 -9.0935

83
Properties=species:S:1:pos:R:3 method="wB97M-V/def2-TZVPD" relative_energy_ev=0.141 energy_ha=-1844.274269 spin_multiplicity=1 homo_lumo_gap_ev=9.96 largest_force_ha_per_bohr=0.0456
O 8.9210 12.3856 8.2428
O 9.6533 8.5421 12.5408
O 16.0403 9.7646 9.8504
O 15.9735 12.1677 5.3644
O 13.5250 11.6159 13.5783
O 12.2872 8.2189 7.0135
O 18.5064 9.9941 11.1851
O 10.9529 5.7721 6.6019
O 12.1631 13.3892 11.6557
O 14.4246 9.6741 7.6490
O 7.3786 9.7487 6.8140
O 9.3592 7.8246 7.8476
O 11.4912 7.3513 9.9434
O 10.3562 10.4677 6.5678
O 12.0336 9.6954 11.7214
C 12.7354 7.9889 10.0171
C 7.2259 8.8934 7.9439
C 16.5416 8.7146 10.6220
C 9.7455 8.5158 13.9678
C 10.8407 11.2303 7.7484
C 17.3698 9.3220 11.7132
C 15.3606 11.6908 6.5698
C 13.0025 7.0030 6.6587
C 8.4799 8.5573 8.7318
C 13.5197 13.5102 11.9865
C 9.5152 6.2548 13.3262
C 14.1957 12.2395 12.4211
C 15.2131 10.1275 6.5664
C 9.0690 7.2150 12.2207
C 12.2681 5.7808 7.1601
C 10.3259 7.1583 14.2786
C 10.2424 12.6006 7.9449
C 12.5200 9.4460 10.3831
H 13.6389 9.2735 7.2526
H 11.3993 7.0677 14.0326
H 15.6555 8.1585 10.9905
H 6.4832 9.2859 8.6285
H 11.1852 9.2537 11.7274
H 6.8353 7.9270 7.5827
H 8.1967 7.8256 9.4641
H 16.3284 13.0265 5.5538
H 11.6882 12.8162 12.2406
H 14.0476 13.7846 11.0915
H 14.7971 9.8446 5.6081
H 11.9490 11.3520 7.7247
H 11.8390 9.8742 9.6480
H 10.7595 13.0720 8.8179
H 15.9450 11.8910 7.4829
H 8.4195 13.2093 8.3833
H 10.4344 11.1188 5.8559
H 17.1483 8.0104 10.0351
H 10.4002 9.2742 14.3956
H 14.0405 7.0114 7.0289
H 10.3041 5.6123 12.9219
H 14.3695 12.1481 6.6482
H 7.9787 7.2293 12.3347
H 12.3314 5.7165 8.2535
H 9.3910 6.9264 11.2152
H 16.7605 10.0556 12.2017
H 13.0699 6.9273 5.5573
H 10.0846 6.8764 15.2901
H 10.4212 6.4138 7.0966
H 12.7419 4.8412 6.8417
H 13.3329 7.5639 10.8237
H 18.2063 10.5708 10.4706
H 10.4995 13.2667 7.0819
H 11.6132 8.5727 6.4275
H 13.4861 9.9150 10.3429
H 15.4177 9.5708 9.1546
H 17.6572 8.5656 12.4604
H 13.0043 10.8388 13.2880
H 8.0759 10.3818 6.9165
H 9.2997 8.1798 6.9735
H 11.0000 7.7683 9.2147
H 8.9754 9.3951 9.2018
H 15.2123 12.4006 12.7422
H 13.3286 7.9256 9.0829
H 10.4964 10.6791 8.6290
H 14.3344 11.5354 11.5873
H 8.7441 5.5784 13.7332
H 8.7336 8.6871 14.4154
H 13.6963 14.2483 12.7981
H 16.2250 9.6608 6.6578